Model a:
Formula: C4H15N2O
Source: the Open Molecules 2025 dataset
Level of theory: wB97M-V/def2-TZVPD

Each line ends with the Löwdin charge.
Geometry (Å):
C (0.5352, 0.9491, -0.7093)  -0.123
C (0.0755, 0.0205, 0.3977)  -0.185
C (-1.4523, -0.1215, 0.4005)  -0.136
C (-2.1202, -0.7531, 1.6779)  -0.135
N (-3.1938, -1.6283, 1.3663)  0.330
N (2.0119, 1.2692, -0.5166)  0.189
H (0.0650, 1.9325, -0.7026)  0.142
H (0.4441, 0.5406, -1.7076)  0.141
H (0.5017, -0.9718, 0.2177)  0.134
H (0.5246, 0.2598, 1.3663)  0.129
H (-1.7366, -0.6445, -0.5069)  0.132
H (-1.8195, 0.8940, 0.3937)  0.116
H (-1.3123, -1.1774, 2.2706)  0.145
H (-2.6088, 0.0707, 2.2208)  0.182
H (-3.5682, -2.2488, 2.0972)  0.182
H (-4.0351, -1.1599, 0.9960)  0.182
H (2.5326, 0.4698, -0.9209)  0.113
H (2.3039, 2.0952, -1.0384)  0.181
H (2.2559, 1.2967, 0.4728)  0.169
H (3.3925, -0.9376, -3.1030)  0.086
H (4.0116, -0.0108, -2.0878)  0.066
O (3.1922, -0.1444, -2.5845)  -0.042

The charge is +2. Its multiplicity is 2. Its expectation value of S² is 0.75. The HOMO-LUMO gap (alpha / beta) comes out at 12.560 / 7.005 eV.

Model b:
Formula: C4H15N2O
Source: the Open Molecules 2025 dataset
Level of theory: wB97M-V/def2-TZVPD

Each line ends with the Löwdin charge.
Geometry (Å):
C (-1.3777, -1.1796, -0.3924)  -0.080
N (-0.2469, -1.4182, -1.3250)  0.117
C (0.1464, -2.7812, -1.5745)  0.010
C (-0.8751, 0.0400, 0.5509)  -0.079
N (0.2911, 0.9482, 0.1169)  -0.001
C (-0.2698, 2.3837, -0.2033)  0.024
H (-2.2830, -0.7746, -0.8803)  0.152
H (-1.8969, -1.8619, 0.3916)  0.189
H (-0.3683, -1.0354, -2.2837)  0.198
H (-0.5243, -3.4062, -2.1162)  0.145
H (1.0661, -2.8295, -2.0950)  0.111
H (0.4463, -3.2968, -0.6646)  0.130
H (-1.6527, 0.8093, 0.9522)  0.169
H (-0.5055, -0.6230, 1.4117)  0.153
H (0.7068, 0.6254, -0.8693)  0.214
H (0.9400, 0.9013, 0.8591)  0.063
H (-0.9349, 2.3204, -1.0752)  0.107
H (-0.7368, 2.8087, 0.7256)  0.120
H (0.5667, 3.1216, -0.4151)  0.128
H (2.0898, 1.1115, 3.2582)  0.167
H (2.1765, 2.3711, 2.4099)  0.003
O (1.8572, 1.5338, 2.3204)  -0.039

The charge is +2. Its multiplicity is 2. Its expectation value of S² is 0.75. The HOMO-LUMO gap (alpha / beta) comes out at 11.745 / 6.268 eV.

Of them, the most stable is model a and the least stable is model b.

Model a:
Formula: C2H3NP2
Source: the Open Molecules 2025 dataset
Level of theory: wB97M-V/def2-TZVPD

Each line ends with the Löwdin charge.
Geometry (Å):
C (-2.0099, 0.4935, -0.6729)  -0.210
C (-0.5129, 0.1170, 0.2620)  -0.540
N (-3.1257, 0.4463, -0.9810)  0.058
P (2.3286, -0.1923, 0.6318)  0.370
P (0.8755, -0.4904, -0.7880)  0.449
H (-0.2248, 1.0220, 0.9252)  0.059
H (-0.7640, -0.7582, 0.8429)  0.016
H (3.4332, -0.6379, -0.2201)  -0.202

The charge is 0. The HOMO-LUMO gap comes out at 8.490 eV.

Model b:
Formula: C2H3NP2
Source: the Open Molecules 2025 dataset
Level of theory: wB97M-V/def2-TZVPD

Each line ends with the Löwdin charge.
Geometry (Å):
C (0.3596, -0.6071, -0.7357)  -0.474
C (1.1263, 1.0471, 0.6896)  -0.027
N (1.2343, 0.1329, -0.0886)  -0.127
P (-1.6394, 0.9268, 1.2609)  0.276
P (-1.3221, -0.4449, -0.1428)  0.346
H (0.6687, -1.1739, -1.5009)  -0.003
H (1.3118, 1.6908, 1.5295)  0.045
H (-1.7390, -1.5717, -1.0120)  -0.036

The charge is 0. The HOMO-LUMO gap (alpha / beta) comes out at 7.379 / 7.378 eV.

Of them, the most stable is model a and the least stable is model b.

Model a:
Formula: C4H7N3S
Source: the Open Molecules 2025 dataset
Level of theory: wB97M-V/def2-TZVPD

Each line ends with the Löwdin charge.
Geometry (Å):
C (0.3284, -1.6583, 0.7934)  -0.181
C (-0.7021, -1.0902, 1.2431)  -0.043
C (1.7295, -0.1762, -0.7245)  -0.874
C (-1.4797, 0.0559, 0.9784)  -0.114
N (1.3270, -1.3388, -0.1815)  -0.031
N (0.9482, 0.7168, -1.2670)  -0.032
N (1.3300, 1.9066, -1.7422)  0.029
S (3.3951, 0.2518, -0.6571)  0.611
H (0.7275, -2.5928, 1.3043)  0.128
H (-2.2263, -0.1597, 0.2134)  0.093
H (-0.8217, 0.7951, 0.5755)  0.059
H (-2.0061, 0.4466, 1.7686)  0.047
H (2.0001, -2.1328, -0.3817)  0.144
H (2.2237, 2.3413, -1.8465)  0.061
H (0.5400, 2.5211, -1.8838)  0.103

The charge is 0. The HOMO-LUMO gap (alpha / beta) comes out at 6.299 / 8.009 eV.

Model b:
Formula: C4H7N3S
Source: the Open Molecules 2025 dataset
Level of theory: wB97M-V/def2-TZVPD

Each line ends with the Löwdin charge.
Geometry (Å):
C (-1.2472, 1.7902, 0.0872)  -0.082
C (-1.1236, 0.2186, 0.0593)  -0.347
C (-2.1799, -0.8429, 0.1124)  -0.661
S (-3.7646, -0.9903, -0.0947)  0.668
N (0.1443, -0.0308, -0.2216)  -0.015
N (0.6069, -1.3173, 0.0039)  -0.032
C (1.9028, -1.3023, 0.1327)  -0.334
N (2.7104, -0.3435, -0.2100)  0.075
H (-1.7453, 2.4052, 0.9028)  0.071
H (-0.0672, 2.1103, -0.0823)  0.105
H (-1.7070, 2.3058, -0.8533)  0.079
H (-1.6789, -1.8781, -0.1143)  0.059
H (2.2372, -2.4409, 0.3023)  0.159
H (3.6989, -0.2824, 0.1728)  0.135
H (2.2132, 0.5984, -0.1971)  0.119

The charge is 0. The HOMO-LUMO gap comes out at 7.374 eV.

Of them, the most stable is model b and the least stable is model a.

Model a:
Formula: C4H7N3S
Source: the Open Molecules 2025 dataset
Level of theory: wB97M-V/def2-TZVPD

Each line ends with the Löwdin charge.
Geometry (Å):
C (-0.4438, -0.7346, -1.3999)  -0.139
C (-2.0459, -1.2889, -0.0757)  -0.269
C (-0.1581, -0.2273, -0.1414)  -0.193
C (1.6130, 0.4071, 0.3118)  -0.138
N (-1.6316, -1.4449, -1.2777)  0.025
N (-1.1364, -0.5488, 0.7265)  -0.499
N (2.0183, 1.4959, -0.4635)  -0.044
S (-1.3451, -0.2854, 2.3978)  0.782
H (0.1158, -0.7007, -2.3214)  0.088
H (-2.9561, -1.8749, 0.2963)  0.134
H (1.5019, 0.8343, 1.3243)  0.084
H (2.1436, -0.4448, 0.2890)  0.047
H (2.3556, 1.2447, -1.4281)  0.096
H (1.7477, 2.5019, -0.4452)  0.103
H (-1.7788, 1.0667, 2.2071)  -0.076

The charge is 0. The HOMO-LUMO gap comes out at 8.882 eV.

Model b:
Formula: C4H7N3S
Source: the Open Molecules 2025 dataset
Level of theory: wB97M-V/def2-TZVPD

Each line ends with the Löwdin charge.
Geometry (Å):
C (2.7549, 0.0785, -1.8814)  -0.038
N (1.5378, -0.2193, -2.0536)  -0.070
N (0.7950, -0.0625, -0.8690)  -0.013
C (-0.4400, -0.3573, -1.0406)  -0.123
C (-1.4063, -0.2551, 0.0976)  -0.175
N (-0.7379, 0.1890, 1.3079)  -0.074
C (-1.3593, 0.3527, 2.4781)  -0.757
S (-0.6533, 0.8566, 3.8817)  0.545
H (3.4357, 0.0116, -2.7349)  0.070
H (3.1344, 0.4036, -0.8975)  0.079
H (-0.8261, -0.6687, -2.0200)  0.123
H (-1.8627, -1.2511, 0.2434)  0.133
H (-2.1874, 0.4147, -0.2013)  0.115
H (0.2629, 0.3694, 1.2599)  0.111
H (-2.4476, 0.1379, 2.4297)  0.076

The charge is 0. The HOMO-LUMO gap comes out at 8.710 eV.

Model c:
Formula: C4H7N3S
Source: the Open Molecules 2025 dataset
Level of theory: wB97M-V/def2-TZVPD

Each line ends with the Löwdin charge.
Geometry (Å):
C (-1.6652, -0.8809, -0.6835)  -0.055
N (-2.3572, 0.1639, -0.7020)  -0.036
C (-2.2926, 1.3555, -0.0315)  -0.168
C (-1.2945, 2.2069, 0.3712)  -0.171
N (0.0170, 2.2067, 0.0612)  -0.095
N (0.7448, 1.1897, -0.0473)  -0.455
S (2.2655, 1.1509, -0.5011)  0.878
C (2.4891, -0.6257, 0.0376)  -0.284
H (-0.6966, -1.0342, -0.0914)  0.067
H (-1.9232, -1.8214, -1.2707)  0.083
H (-3.3690, 1.7021, 0.0968)  0.116
H (-1.4203, 3.2602, 0.8080)  0.123
H (3.3485, -0.4997, 0.7322)  0.049
H (2.6045, -1.1355, -0.8346)  -0.010
H (1.5881, -0.7959, 0.4519)  -0.040

The charge is 0. The HOMO-LUMO gap comes out at 7.786 eV.

Model d:
Formula: C4H7N3S
Source: the Open Molecules 2025 dataset
Level of theory: wB97M-V/def2-TZVPD

Each line ends with the Löwdin charge.
Geometry (Å):
C (0.2727, -1.3153, -1.2144)  -0.074
C (0.0597, 0.0092, -1.9726)  -0.278
N (-0.0341, 1.1365, -1.1617)  0.063
C (-0.4752, 1.5763, -0.1533)  -0.350
N (-0.9727, 1.9883, 0.8725)  0.143
H (0.7545, -1.9744, -1.8759)  0.049
H (0.8093, -1.1410, -0.2473)  0.066
H (-0.6902, -1.6706, -1.0061)  0.047
H (1.0970, 0.0900, -2.5046)  0.130
H (-0.7534, 0.1985, -2.6974)  0.120
H (-0.8519, 2.6436, 1.6177)  0.064
N (-0.6142, -0.6189, 2.4957)  0.129
C (0.4976, -0.1387, 2.4561)  -0.908
S (1.9283, 0.3906, 2.1928)  0.730
H (-1.0273, -1.1742, 3.1983)  0.068

The charge is 0. The HOMO-LUMO gap comes out at 9.605 eV.

Of them, the most stable is model b and the least stable is model c.

Model a:
Formula: C2H6IN2
Source: the Open Molecules 2025 dataset
Level of theory: wB97M-V/def2-TZVPD

Each line ends with the Löwdin charge.
Geometry (Å):
C (0.7587, 0.9390, -0.2561)  -0.705
C (-0.4529, 0.0572, 0.9602)  -0.114
N (0.5603, 0.2364, -1.3024)  0.127
N (-0.6733, -1.0731, 0.1701)  -0.028
I (1.8123, 2.5706, 0.3125)  1.075
H (-1.4110, 0.6863, 1.0646)  0.138
H (0.0566, 0.0027, 1.9669)  0.122
H (1.2193, 0.3525, -2.0140)  0.121
H (-1.5747, -1.3359, -0.1025)  0.102
H (-0.2668, -1.9050, 0.4879)  0.103
H (-0.0286, -0.5307, -1.2873)  0.058

The charge is +1. The HOMO-LUMO gap comes out at 9.660 eV.

Model b:
Formula: C2H6IN2
Source: the Open Molecules 2025 dataset
Level of theory: wB97M-V/def2-TZVPD

Each line ends with the Löwdin charge.
Geometry (Å):
C (-0.1840, 0.1632, 1.3487)  -0.060
C (-0.2497, 1.0298, 0.3270)  -0.231
N (0.6827, -1.5330, -0.9515)  -0.596
N (-0.7098, 0.8367, -0.9064)  0.184
I (1.9821, -1.4675, 0.3627)  1.215
H (-0.0781, 0.5014, 2.3309)  0.071
H (-0.5998, -0.8092, 1.4687)  0.053
H (0.1440, 1.9755, 0.5160)  0.122
H (-0.8373, 1.5970, -1.5259)  0.124
H (0.7113, -2.1004, -1.7820)  -0.021
H (-0.8613, -0.1936, -1.1882)  0.139

The charge is +1. The HOMO-LUMO gap (alpha / beta) comes out at 7.325 / 6.942 eV.

Of them, the most stable is model a and the least stable is model b.

Model a:
Formula: C2HF4IO
Source: the Open Molecules 2025 dataset
Level of theory: wB97M-V/def2-TZVPD

Each line ends with the Löwdin charge.
Geometry (Å):
O (1.3345, 0.4667, -1.1311)  0.084
C (0.1379, -0.1211, -0.7817)  -0.328
F (0.1117, -1.4495, -1.2258)  0.065
C (-1.0075, 0.4578, -0.4049)  -0.366
F (-1.1970, 1.6271, 0.2352)  -0.002
F (-2.0873, -0.2956, -0.0607)  0.062
H (2.0479, 0.0224, -0.6088)  0.138
F (0.8005, -0.9193, 1.4553)  -0.782
I (-0.1407, 0.2115, 2.5224)  1.131

The charge is 0. The HOMO-LUMO gap comes out at 8.854 eV.

Model b:
Formula: C2HF4IO
Source: the Open Molecules 2025 dataset
Level of theory: wB97M-V/def2-TZVPD

Each line ends with the Löwdin charge.
Geometry (Å):
F (0.2346, 0.5816, -1.2036)  0.080
C (-0.9110, -0.1821, -1.1255)  -0.241
F (-1.3581, -0.3305, -2.3535)  0.152
C (-1.3319, -0.8616, -0.0552)  -0.336
F (-2.4011, -1.6321, -0.0735)  0.161
F (-0.8770, -0.7858, 1.1383)  0.200
O (2.1849, 0.5946, 0.8665)  -0.852
I (2.8757, 1.3937, 2.5165)  0.806
H (1.5839, 1.2222, 0.2899)  0.031

The charge is 0. The HOMO-LUMO gap comes out at 8.793 eV.

Of them, the most stable is model b and the least stable is model a.